Entry 1:
A structure of composition C19H25N9OPbS2. Source: the Open Molecules 2025 dataset; level of theory: ωB97M-V with the def2-TZVPD basis set.

The geometry in XYZ format:
```
57
Properties=species:S:1:pos:R:3:forces:R:3:nbo_charge:R:1
Pb -0.1995 0.1514 0.6042 0.128 0.103 -0.041 1.52
C -3.5052 -2.7378 -2.1904 -0.007 0.030 0.025 -0.71
C -2.2607 -2.3311 -1.4616 -0.060 0.102 -0.018 0.32
N -1.9837 -1.1096 -1.1889 0.094 0.020 0.142 -0.27
N -2.8874 -0.1463 -1.5560 0.041 0.046 -0.030 -0.42
C -2.5208 1.1382 -1.5809 -0.014 -0.010 0.000 0.36
N -3.4233 2.0312 -1.9545 0.017 0.049 0.013 -0.73
S -0.9190 1.7082 -1.2627 0.026 -0.173 0.001 -0.02
C -1.2427 -3.3250 -1.0204 0.006 -0.004 0.040 0.11
C -1.4521 -4.6929 -1.1121 0.009 0.009 -0.007 -0.20
C -0.4468 -5.5535 -0.6854 0.002 0.005 0.007 -0.14
C 0.7244 -5.0181 -0.1894 0.005 0.004 0.003 -0.21
C 0.8401 -3.6326 -0.1269 -0.002 -0.019 0.000 0.06
N -0.1137 -2.8037 -0.5224 0.050 0.021 0.045 -0.45
H -3.5870 -2.1809 -3.1266 -0.004 0.021 0.015 0.25
H -4.3950 -2.5340 -1.5872 -0.003 -0.012 -0.006 0.25
H -3.5205 -3.7909 -2.4395 0.015 -0.019 -0.005 0.26
H -3.8602 -0.3922 -1.6886 -0.030 -0.005 -0.033 0.41
H -4.3401 1.7772 -2.2899 0.002 -0.003 -0.009 0.42
H -3.1843 3.0099 -1.9356 -0.012 0.008 0.007 0.44
H -2.3716 -5.1041 -1.4986 -0.011 0.005 -0.011 0.23
H -0.5854 -6.6242 -0.7470 0.001 0.000 0.000 0.25
H 1.5359 -5.6484 0.1456 0.000 -0.002 0.001 0.25
H 1.7458 -3.1737 0.2561 0.009 -0.001 -0.002 0.20
N -3.4326 1.0565 3.5033 0.001 -0.006 -0.004 -0.76
C -2.5523 0.5323 2.6568 -0.019 -0.011 -0.027 0.70
O -2.5123 0.8551 1.4617 0.039 0.014 0.001 -0.68
C -1.5662 -0.4770 3.2240 0.009 0.000 -0.013 -0.56
C -0.8687 -1.2842 2.1494 -0.028 -0.072 -0.044 -0.65
H -4.0572 1.7811 3.1864 -0.001 0.000 -0.005 0.43
H -3.4467 0.8032 4.4771 0.000 -0.003 -0.001 0.42
H -2.0987 -1.1525 3.8989 0.010 0.003 0.004 0.26
H -0.8472 0.0728 3.8373 0.006 0.004 0.001 0.26
H -1.5137 -2.0004 1.6509 -0.007 0.007 -0.041 0.24
H 0.0344 -1.7716 2.5081 0.006 -0.011 -0.022 0.25
N 2.9613 -0.0125 0.0509 0.028 -0.227 -0.025 -0.31
C 3.9665 -0.2201 -0.8081 -0.043 0.013 0.044 0.02
C 3.4197 -0.7425 -1.9631 -0.010 0.029 -0.031 -0.32
C 2.0492 -0.8106 -1.7140 -0.008 -0.007 0.023 0.01
N 1.7834 -0.3685 -0.4876 0.062 -0.127 0.090 -0.37
H 2.9744 0.4354 0.9594 -0.002 -0.060 -0.017 0.45
H 4.9849 0.0084 -0.5416 0.000 0.000 0.002 0.25
H 3.9409 -1.0320 -2.8580 0.001 -0.003 0.000 0.26
H 1.2500 -1.1610 -2.3455 0.004 -0.006 0.003 0.24
C 3.7499 5.8911 1.4360 -0.002 -0.002 0.002 -0.66
C 3.0939 4.7252 0.7754 0.018 -0.002 0.002 0.30
C 3.1356 4.5178 -0.6031 0.019 -0.004 0.006 -0.30
C 2.4825 3.4115 -1.0998 -0.026 0.016 -0.007 0.09
N 1.8305 2.5489 -0.3114 -0.271 0.205 -0.068 -0.55
C 1.8508 2.8398 0.9837 -0.006 0.105 -0.039 0.28
S 1.0502 1.7289 2.1219 -0.037 -0.045 0.003 -0.20
N 2.4423 3.8654 1.5664 0.000 0.008 0.023 -0.47
H 4.3258 6.4843 0.7301 0.000 0.002 0.001 0.23
H 4.4013 5.5426 2.2369 0.001 -0.001 -0.001 0.25
H 2.9887 6.5231 1.8952 0.000 0.001 0.000 0.25
H 3.6593 5.1991 -1.2573 0.001 0.004 0.000 0.24
H 2.4726 3.1934 -2.1619 -0.006 0.003 0.003 0.21
```
Positions in Å, forces in eV/Å.

Charge ... +2
DFT total energy ... -62472.3787 eV
Orbital gap ... 7.46 eV
LUMO level ... -0.236 hartree
Highest occupied orbital energy ... -13.881 eV
Energy above the lowest of the compared OMol25 structures with the same formula, charge and spin ... 0.063 eV

=====

Entry 2:
The molecule C19H25NO4 at a distorted geometry. Source: the Open Molecules 2025 dataset; level of theory: ωB97M-V with the def2-TZVPD basis set.

The geometry in XYZ format:
```
49
Properties=species:S:1:pos:R:3:forces:R:3:nbo_charge:R:1
C -3.3440 -1.9251 0.5604 -0.216 -4.680 -5.672 -0.24
H -3.3503 -2.1817 1.5344 -0.572 -1.147 3.129 0.18
O -2.1428 -2.5076 -0.1292 -9.040 -2.293 -1.912 -0.49
C -0.9931 -2.2749 0.2685 -0.551 -4.188 -6.116 0.28
C -0.7293 -1.5869 1.2142 0.500 10.346 15.225 -0.31
C 0.5076 -1.1980 1.7251 1.368 -0.297 0.463 -0.21
C 1.5227 -1.7563 1.1017 3.393 -0.151 -7.090 -0.02
C 1.2883 -2.4615 -0.2448 -9.432 3.143 8.370 -0.15
C -0.0487 -2.7618 -0.5360 7.047 -1.121 -1.210 -0.22
H -0.1921 -3.4990 -1.2665 -0.892 -0.471 -1.310 0.22
H 2.0524 -2.7168 -0.6848 7.463 -2.971 -4.951 0.16
C 2.9385 -1.2186 1.1588 1.938 -6.691 -1.549 -0.41
H 3.1217 -0.9232 2.0731 0.651 3.364 4.515 0.20
H 3.6019 -2.1676 1.4437 -1.077 0.622 -1.194 0.18
C 3.7479 -0.5253 0.0266 -5.368 1.707 5.523 -0.23
N 3.6449 0.8898 0.5468 2.765 -0.248 -2.256 -0.59
H 4.6895 1.1367 0.5145 -2.197 0.548 -0.047 0.36
C 2.8788 1.6560 -0.4247 4.040 4.116 7.603 -0.29
C 1.5520 1.7370 -0.2304 -10.706 -0.257 7.473 -0.01
C 0.9675 2.2663 1.1133 4.457 -1.382 -5.013 -0.19
C -0.3859 2.1928 1.2603 1.705 6.207 10.618 -0.28
C -1.3705 1.6796 0.6675 1.122 -5.200 -10.187 0.25
C -0.8304 1.1043 -0.6335 -4.147 -1.606 1.449 0.23
C 0.4708 1.0383 -0.8468 5.622 0.829 -5.314 0.24
O 1.0864 0.5938 -2.3691 -0.005 2.104 6.586 -0.57
C 0.4166 -0.3516 -3.0229 -5.719 -2.023 0.277 -0.21
H -0.2138 -1.3306 -2.4835 2.438 2.800 -1.016 0.17
H 1.1070 -0.6749 -3.7033 1.418 -1.517 -2.201 0.17
H -0.4328 0.1919 -3.5021 0.244 -0.923 -0.496 0.14
O -1.7312 0.3313 -1.4280 -0.464 3.817 -0.163 -0.55
C -2.6645 1.3522 -2.1880 -0.292 -8.300 -0.756 -0.23
H -3.3137 1.7696 -1.5437 -1.838 1.696 2.455 0.18
H -2.1210 1.9949 -2.7658 1.446 1.400 -1.646 0.19
H -3.3418 0.4767 -2.7641 1.911 2.830 0.892 0.19
O -2.6295 1.4281 0.7725 -2.042 3.735 2.567 -0.46
C -3.0348 2.2025 2.0264 -5.494 -10.480 -2.424 -0.26
H -2.5719 1.5167 2.6715 0.437 -0.301 1.919 0.19
H -2.9307 3.1023 2.3292 1.259 6.663 0.405 0.19
H -4.1618 1.8252 2.0149 2.115 1.465 0.423 0.20
H -0.7677 2.7848 2.3694 1.328 -1.664 -2.896 0.17
H 1.7947 2.6208 1.8046 -1.835 -0.154 -0.541 0.24
H 2.9252 1.4755 -1.3120 2.077 -2.991 -10.381 0.20
H 3.1330 2.7103 -0.3754 0.951 0.420 0.231 0.20
H 3.2434 -0.8727 -0.7850 -1.161 0.295 -3.233 0.20
H 4.6963 -0.7780 0.0363 4.511 -1.622 0.002 0.18
H 0.9285 -0.5200 2.4944 -1.842 -0.119 0.005 0.23
H -1.4607 -1.0984 2.0130 0.328 -1.314 -2.389 0.20
H -3.1665 -0.9897 0.3940 0.496 6.040 -0.254 0.19
H -4.2474 -2.1825 -0.1669 1.859 -0.038 2.084 0.20
```
Positions in Å, forces in eV/Å.

DFT total energy ... -29770.5755 eV
Orbital gap ... 8.26 eV
LUMO level ... 0.021 hartree
SMILES ... COc1ccc(CCNCc2ccc(OC)c(OC)c2OC)cc1
Highest occupied orbital energy ... -7.680 eV
Energy above the lowest of the compared OMol25 structures with the same formula, charge and spin ... 19.752 eV

=====

Entry 3:
A structure of composition C19H25O4RuSi2. Source: the Open Molecules 2025 dataset; level of theory: ωB97M-V with the def2-TZVPD basis set.

The geometry in XYZ format:
```
51
Properties=species:S:1:pos:R:3:forces:R:3:lowdin_spin:R:1
Ru 0.2008 -0.4270 0.8933 0.228 0.157 0.066 2.11
C 0.3947 6.5218 -0.0410 0.028 0.020 -0.002 0.00
O 1.7355 6.1268 -0.1484 -0.011 -0.019 -0.006 0.04
C 1.9835 4.7559 -0.0953 0.049 0.019 0.000 0.11
C 3.3028 4.3606 -0.2221 0.046 -0.009 -0.003 0.01
C 3.6162 3.0072 -0.1745 -0.042 0.112 -0.004 0.14
C 2.6392 1.9868 -0.0089 -0.081 -0.167 0.044 0.03
C 3.0195 0.6237 0.0257 0.073 0.111 -0.008 0.30
C 4.4725 0.2581 -0.1445 -0.056 -0.076 0.006 0.04
O 2.2157 -0.3970 0.2318 -0.041 -0.113 -0.011 0.27
C 1.2637 2.4260 0.1270 0.058 0.133 -0.031 0.06
O 0.2564 1.6027 0.2746 -0.064 -0.056 -0.039 0.13
C 0.9847 3.7986 0.0804 -0.091 -0.011 0.020 0.01
H 0.3829 7.6098 -0.1183 0.009 -0.003 0.000 0.00
H -0.0418 6.2288 0.9202 -0.018 -0.015 -0.009 0.00
H -0.2201 6.1005 -0.8438 -0.016 -0.011 0.012 0.00
H 4.0752 5.1102 -0.3510 -0.002 -0.003 -0.002 0.00
H 4.6581 2.7298 -0.2661 -0.006 -0.025 -0.002 0.02
H 4.8979 0.6567 -1.0733 0.018 0.013 0.010 0.01
H 4.5499 -0.8288 -0.1654 -0.008 0.005 0.006 0.00
H 5.0929 0.6318 0.6822 0.023 0.014 -0.021 0.02
H -0.0580 4.0663 0.1875 0.002 -0.007 -0.002 0.00
C -2.1222 0.1755 -1.5373 -0.073 0.037 -0.051 0.01
Si -2.1266 -0.6366 0.1710 0.036 -0.039 0.036 0.05
C -3.0725 0.5330 1.3088 -0.057 0.074 -0.048 0.02
C -2.7912 -2.3480 0.1505 0.118 -0.025 -0.010 0.16
C -4.1253 -2.7262 0.1417 0.035 -0.102 0.038 0.04
C -4.5199 -4.0645 0.0542 -0.074 0.037 0.006 0.21
C -3.4982 -5.0766 -0.0302 0.036 -0.040 0.003 0.12
C -2.1711 -4.7285 -0.0086 -0.083 0.044 0.040 0.05
C -1.7476 -3.3765 0.0893 0.034 0.126 -0.018 0.22
Si -0.0382 -2.7441 0.1190 -0.127 0.007 0.022 0.08
C 0.8039 -2.7182 -1.5798 0.066 -0.055 -0.034 0.01
C 1.1380 -3.7187 1.2326 0.075 -0.047 -0.043 0.02
H -3.1548 0.2544 -1.8956 0.013 0.041 -0.028 0.00
H -1.5622 -0.4167 -2.2642 0.000 -0.028 0.030 0.00
H -1.6728 1.1698 -1.4812 -0.006 -0.003 -0.010 0.00
H -4.1233 0.5846 1.0014 -0.001 0.014 0.010 0.00
H -2.6431 1.5370 1.2597 -0.007 -0.001 0.003 0.00
H -3.0222 0.1784 2.3383 0.024 -0.028 -0.010 0.00
H -4.8976 -1.9596 0.2067 -0.001 0.013 -0.004 0.00
H -5.5703 -4.3346 0.0475 0.004 0.000 0.000 0.02
H -3.7782 -6.1244 -0.0997 -0.002 0.001 -0.003 0.01
H -1.4268 -5.5229 -0.0577 0.015 0.000 -0.010 0.00
H 0.8421 -3.7445 -1.9639 0.034 0.008 -0.025 0.00
H 1.8163 -2.3146 -1.5022 -0.004 -0.011 -0.018 0.00
H 0.2443 -2.1167 -2.2993 -0.024 0.004 0.029 0.00
H 1.1800 -4.7633 0.9023 0.013 -0.004 0.007 0.00
H 0.7904 -3.6890 2.2653 -0.028 0.023 -0.011 0.00
H 2.1452 -3.2959 1.1850 0.001 -0.007 0.003 0.00
O -0.3186 -0.9618 2.4761 -0.117 -0.108 0.070 0.68
```
Positions in Å, forces in eV/Å.

2S+1 ... 6
Charge ... -2
DFT total energy ... -46633.5064 eV
Orbital gap (spin up / spin down) ... 2.63 / 6.56 eV
LUMO level (spin up / spin down) ... 0.172 / 0.172 hartree
Highest occupied orbital energy (spin up / spin down) ... 2.058 / -1.882 eV
Energy above the lowest of the compared OMol25 structures with the same formula, charge and spin ... 0.925 eV

=====

Entry 4:
A structure of composition C19H26CoN3OS2SeSi. Source: the Open Molecules 2025 dataset; level of theory: ωB97M-V with the def2-TZVPD basis set.

The geometry in XYZ format:
```
54
Properties=species:S:1:pos:R:3:forces:R:3:lowdin_spin:R:1
Co 0.2254 -0.5131 -0.3152 0.057 0.147 0.057 1.00
S -1.1898 0.0115 -2.1062 -0.043 0.111 -0.032 -0.01
C -1.3011 -1.7081 -1.9842 -0.046 -0.039 -0.053 0.00
C -2.0675 -2.6123 -2.7272 0.011 -0.030 0.009 0.00
C -2.0118 -3.9489 -2.3915 -0.025 0.014 -0.033 0.00
C -1.2135 -4.3838 -1.3329 0.027 -0.006 0.037 0.00
C -0.4785 -3.4414 -0.6432 0.003 0.026 -0.015 0.00
N -0.5244 -2.1546 -0.9809 0.100 -0.131 0.076 -0.01
H -2.6893 -2.2481 -3.5323 -0.001 -0.001 -0.003 0.00
H -2.6005 -4.6666 -2.9504 0.000 0.000 0.000 0.00
H -1.1687 -5.4249 -1.0485 -0.001 -0.001 -0.001 0.00
H 0.1612 -3.6835 0.1968 0.010 -0.021 -0.002 0.00
Se -2.0436 2.7564 3.0252 0.029 0.007 0.006 0.00
C -1.8831 4.1566 1.8739 -0.075 0.042 0.062 0.00
N -1.7562 5.0603 1.1515 0.011 -0.033 -0.026 0.00
C 3.2167 -3.5333 -0.5325 -0.028 0.048 0.033 0.00
Si 3.0373 -1.7151 -0.0383 0.074 -0.024 -0.078 0.00
C 4.5869 -1.2375 0.9168 -0.022 -0.006 -0.008 0.00
C 3.0182 -0.7336 -1.6488 0.025 -0.009 0.001 0.01
N 1.5957 -1.3135 0.7781 -0.127 -0.133 0.118 -0.01
C 1.2029 -1.6988 2.0419 0.045 0.024 -0.074 0.00
C 0.0506 -1.1352 2.6277 -0.016 -0.013 0.038 0.01
C -0.3846 -1.5226 3.8821 0.015 -0.010 0.002 0.00
C 0.3066 -2.4796 4.6180 -0.013 0.008 0.003 0.00
C 1.4508 -3.0373 4.0653 0.001 0.000 -0.008 0.00
C 1.8913 -2.6621 2.8053 0.012 -0.019 0.026 0.00
H 4.1811 -3.7094 -1.0176 0.006 0.015 0.001 0.00
H 2.4335 -3.8189 -1.2393 -0.014 -0.003 -0.001 0.00
H 3.1503 -4.2036 0.3273 -0.009 -0.005 0.003 0.00
H 5.4836 -1.3865 0.3091 0.002 -0.003 -0.003 0.00
H 4.7000 -1.8215 1.8321 0.005 0.004 0.000 0.00
H 4.5358 -0.1839 1.2012 0.003 0.005 -0.004 0.00
H 3.7571 -1.1364 -2.3473 0.012 0.012 0.003 0.00
H 3.2653 0.3170 -1.4764 0.003 -0.014 -0.008 0.00
H 2.0490 -0.7710 -2.1596 -0.008 -0.019 0.005 0.00
H -0.4868 -0.3401 2.1184 0.017 0.011 -0.046 0.00
H -1.2682 -1.0493 4.2933 0.000 -0.004 0.004 0.00
H -0.0342 -2.7745 5.6020 0.001 0.001 0.000 0.00
H 2.0120 -3.7816 4.6199 0.001 0.000 -0.003 0.00
H 2.7841 -3.1237 2.3990 -0.005 -0.004 -0.005 0.00
O 0.5455 1.2538 0.3971 -0.229 -0.001 -0.189 0.00
S 1.8218 2.0673 0.3010 0.082 0.101 0.125 0.00
C 1.4553 3.4866 1.3785 0.071 -0.002 -0.048 0.00
C 1.3232 4.7285 0.4984 0.017 -0.008 0.011 0.00
C 0.7632 4.2369 -0.8311 -0.004 -0.037 0.011 0.00
C 1.6372 3.0496 -1.2109 0.018 0.008 0.015 0.00
H 2.2266 3.5510 2.1440 -0.013 0.000 0.009 0.00
H 0.5025 3.2090 1.8411 0.014 -0.034 0.021 0.00
H 2.3008 5.1985 0.3497 0.000 0.013 -0.008 0.00
H 0.6459 5.4380 0.9710 0.013 -0.002 -0.016 0.00
H 0.7769 5.0062 -1.6037 0.002 0.010 0.005 0.00
H -0.2702 3.9203 -0.6835 -0.003 0.016 -0.013 0.00
H 2.6455 3.3582 -1.5026 -0.004 -0.003 -0.016 0.00
H 1.2305 2.3784 -1.9682 0.001 -0.007 0.013 0.00
```
Positions in Å, forces in eV/Å.

2S+1 ... 2
Charge ... -1
DFT total energy ... -159168.2130 eV
Orbital gap (spin up / spin down) ... 6.40 / 6.40 eV
LUMO level (spin up / spin down) ... 0.088 / 0.088 hartree
Highest occupied orbital energy (spin up / spin down) ... -4.005 / -4.005 eV
Energy above the lowest of the compared OMol25 structures with the same formula, charge and spin ... 0.114 eV

=====

Among the records above, which one has the highest energy above the lowest of the compared OMol25 structures with the same formula, charge and spin? C19H25NO4

=====

Which of these has the highest DFT total energy? C19H25NO4

=====

energy above the lowest of the compared OMol25 structures with the same formula, charge and spin of number 3 (C19H25O4RuSi2)? 0.925 eV

=====

Which of these has the lowest energy above the lowest of the compared OMol25 structures with the same formula, charge and spin? C19H25N9OPbS2